The following is a DFT calculation (the ωB97M-V functional and the def2-TZVPD basis) of a cluster of 14 separate species, C50H138N18O17 in total at a distorted geometry.

```
223
Properties=species:S:1:pos:R:3:forces:R:3:lowdin_charge:R:1
C -0.141785 -4.485736 -2.128699 -1.9 1.3 -1.1 -0.685
O -1.030033 -4.446854 -3.003355 1.1 -0.6 0.4 -0.020
N 0.167256 -5.570354 -1.442987 -0.1 -1.8 -0.2 0.190
N 0.535568 -3.346649 -1.796745 -0.2 1.7 0.4 0.168
H 0.776063 -5.566325 -0.644342 0.1 0.1 0.2 0.077
H -0.250989 -6.410088 -1.822671 0.2 0.0 0.6 0.123
H -0.052173 -2.556771 -2.089031 0.5 -0.3 -0.1 0.082
H 0.707971 -3.220996 -0.796714 0.5 -0.3 -0.1 0.061
C 3.050017 -4.447141 0.561310 -1.5 0.3 0.8 -0.712
O 1.856205 -4.225028 0.783044 -0.3 0.0 0.1 -0.003
N 3.999975 -4.296319 1.459506 0.6 0.7 1.6 0.208
N 3.469015 -4.970014 -0.573478 1.8 -1.1 -1.7 0.184
H 3.667221 -3.933492 2.358102 1.0 -0.2 -0.2 0.096
H 4.957148 -4.326781 1.136907 -0.2 0.2 0.7 0.119
H 4.419080 -4.813206 -0.864762 0.1 0.0 0.1 0.109
H 2.852398 -4.892427 -1.315624 -1.4 0.1 -1.5 0.054
C -2.893396 -1.316798 -3.900124 -1.4 0.3 0.5 -0.687
O -3.734561 -0.450797 -3.629444 0.2 0.0 0.0 -0.016
N -3.204917 -2.637081 -3.812183 0.7 -0.4 -0.5 0.165
N -1.635337 -1.018581 -4.249813 0.9 -0.4 -0.3 0.168
H -2.529197 -3.361611 -4.069639 -0.6 0.3 0.6 0.075
H -4.148398 -2.846798 -3.552702 0.0 -0.2 0.0 0.098
H -1.044172 -1.783409 -4.587342 -0.2 0.9 0.0 0.099
H -1.381067 -0.040649 -4.411138 -0.1 -0.8 0.1 0.088
C 4.172640 -1.570328 -2.470823 1.3 1.9 -3.4 -0.663
O 4.379511 -1.896431 -1.347785 -0.2 -1.0 2.2 0.047
N 3.399999 -2.191336 -3.395417 -0.9 -1.7 0.3 0.171
N 4.868245 -0.422227 -2.977563 -0.4 0.0 0.9 0.130
H 2.863553 -3.049427 -3.117602 0.7 1.6 -0.2 0.114
H 3.074665 -1.696799 -4.211387 0.2 -0.1 0.3 0.047
H 5.401574 -0.005871 -2.242770 0.2 0.1 0.4 0.070
H 5.232020 -0.100532 -3.864585 -0.7 -1.0 -0.3 0.093
C -1.353320 -3.506216 1.783251 0.4 0.0 -1.8 -0.066
O -2.588710 -2.952485 1.362773 0.6 1.3 1.4 -0.205
C -3.347406 -3.608662 0.411111 -0.4 -1.0 0.1 -0.237
C -4.655971 -2.831184 0.252930 -0.2 -0.2 0.8 -0.178
N -5.395606 -2.717245 1.506853 -1.0 -0.5 -0.4 -0.045
C -5.607792 -3.999874 2.159668 -0.6 -0.1 0.2 -0.230
C -6.484928 -3.894311 3.401473 1.2 0.5 -0.3 -0.186
O -5.788217 -2.893112 4.226082 -1.7 -1.4 0.3 -0.233
C -6.154363 -3.007647 5.611560 -0.1 0.3 0.2 -0.119
H -1.101863 -3.161160 2.751483 -0.1 0.5 1.1 0.062
H -0.470473 -3.240635 1.137583 -1.0 -0.1 0.2 0.071
H -1.432175 -4.574517 1.811640 0.0 -0.9 0.1 0.083
H -3.478034 -4.681699 0.716990 -0.2 0.7 -0.3 0.129
H -2.832793 -3.608796 -0.513504 0.6 -0.1 -1.4 0.097
H -5.330616 -3.210662 -0.525529 0.3 -0.4 0.1 0.121
H -4.436572 -1.814214 -0.034838 0.3 0.3 -0.3 0.093
H -4.887038 -2.145401 2.150489 0.3 0.4 0.3 0.068
H -4.649891 -4.406929 2.457368 0.3 -0.5 0.2 0.105
H -6.141945 -4.705093 1.510081 0.4 0.1 -0.3 0.128
H -6.545712 -4.895571 3.884403 0.3 0.7 0.1 0.122
H -7.512535 -3.670864 3.066366 0.2 0.7 0.6 0.122
H -5.931293 -4.033422 5.998457 -0.4 0.6 -0.3 0.091
H -7.243337 -2.715229 5.778551 1.2 -0.5 -0.2 0.106
H -5.503025 -2.303947 6.164337 -0.5 -0.3 -0.3 0.057
C 0.830696 2.150971 -5.000266 -0.3 0.1 0.0 -0.066
O 0.350866 0.816742 -4.722489 1.0 1.0 0.0 -0.267
C 1.364343 -0.188932 -4.849145 -0.9 1.1 2.4 -0.254
C 1.499295 -0.738136 -6.186069 -0.4 -0.4 -1.8 -0.214
N 0.255391 -1.263002 -6.700299 0.2 -0.8 1.6 -0.044
C -0.651053 -0.314631 -7.207606 -0.7 1.0 -1.9 -0.227
C -1.422666 -0.826996 -8.466143 0.4 0.1 1.5 -0.200
O -0.452461 -1.095314 -9.456003 -0.2 0.2 0.2 -0.200
C -0.953640 -1.607510 -10.647109 -1.5 -0.3 -1.0 -0.139
H 1.767945 2.418682 -4.415614 -0.9 -0.5 -0.7 0.090
H 0.028647 2.867173 -4.702160 0.5 -0.6 -0.3 0.093
H 0.980538 2.218039 -6.099999 0.2 0.4 0.7 0.088
H 1.011391 -0.942919 -4.126716 0.4 -0.1 -0.3 0.115
H 2.314637 0.235139 -4.497036 0.0 -0.1 0.1 0.113
H 2.189000 -1.565110 -6.118640 0.5 -0.3 -0.2 0.118
H 1.885045 0.023004 -6.881487 0.3 0.0 0.0 0.132
H 0.413524 -1.986642 -7.351650 0.3 -0.7 -0.8 0.101
H -0.070058 0.628894 -7.417057 -0.8 -0.5 -0.4 0.128
H -1.456904 -0.020307 -6.561056 -0.2 0.0 0.9 0.091
H -2.091696 0.035887 -8.651258 0.0 -0.6 -0.7 0.126
H -2.042647 -1.769198 -8.219788 0.8 1.3 -0.3 0.150
H -1.393485 -0.806728 -11.337858 0.3 -1.0 1.0 0.109
H -1.701242 -2.432528 -10.460027 0.3 0.9 -0.1 0.098
H -0.168247 -2.104928 -11.192975 0.6 0.1 -0.1 0.072
C 5.000681 0.644111 7.518934 1.4 -1.7 0.7 -0.128
O 5.423021 1.543214 6.562251 0.5 0.0 -1.4 -0.183
C 5.991133 0.909154 5.385566 0.2 1.1 1.4 -0.211
C 6.222784 2.038158 4.436680 -1.0 1.2 -0.4 -0.152
N 4.978845 2.897078 4.239640 2.4 -1.1 -1.8 -0.032
C 3.777967 2.207480 3.908932 -1.2 -0.4 1.8 -0.233
C 2.620827 3.121336 3.465552 1.9 -0.2 0.5 -0.249
O 1.591267 2.212201 3.241164 -2.2 1.1 -1.8 -0.209
C 0.450324 2.874852 2.534056 1.8 -0.4 1.6 -0.021
H 5.762108 0.535487 8.331505 -0.6 0.3 -0.3 0.100
H 4.971016 -0.355431 7.067856 -0.5 -0.1 0.2 0.071
H 4.043991 0.885593 7.933803 -0.6 0.3 0.2 0.081
H 5.341702 0.223152 4.931254 -1.8 -1.0 -0.5 0.076
H 6.830132 0.250641 5.633511 0.6 0.6 0.2 0.125
H 6.564028 1.661622 3.479578 0.0 -0.1 -0.3 0.094
H 6.989248 2.704250 4.817954 0.1 0.1 0.1 0.117
H 4.863844 3.398197 5.068227 -0.3 0.9 1.5 0.079
H 3.429683 1.616916 4.816262 -0.1 0.5 -0.8 0.131
H 3.883592 1.465251 3.146305 0.5 -0.3 -0.7 0.092
H 2.978259 3.771492 2.629868 -0.6 -0.7 -0.1 0.135
H 2.397304 3.817335 4.270457 -0.4 0.2 0.3 0.118
H -0.427924 2.311073 2.722324 -0.7 -0.8 0.1 0.060
H 0.623637 2.965339 1.473226 0.3 0.1 -0.4 0.062
H 0.321865 3.837066 3.009913 -0.1 0.5 -0.1 0.086
C 1.306074 -1.144754 4.554749 -0.9 2.5 0.1 -0.096
C 1.821706 -2.532109 4.401447 -0.6 0.0 -0.5 -0.415
C 3.337344 -2.423417 4.640349 -0.7 -1.8 1.4 -0.180
O 3.948441 -3.690889 4.382409 -0.6 0.1 0.1 -0.215
C 5.312000 -3.676401 4.688572 0.9 0.4 -1.3 -0.114
N 0.924505 -3.349445 5.277521 1.6 -0.7 -1.1 0.064
H 1.143017 -0.857575 5.615743 -0.2 -0.6 -0.3 0.098
H 0.369451 -0.917944 3.995661 0.5 -0.4 0.5 0.083
H 1.993872 -0.335888 4.282165 0.2 -0.3 -0.5 0.055
H 1.631330 -2.915279 3.379167 0.3 0.2 0.3 0.118
H 3.463122 -2.091604 5.700527 0.2 -0.4 -0.4 0.137
H 3.864793 -1.729216 4.026104 -0.1 1.0 -0.7 0.088
H 5.435614 -3.561236 5.733399 0.3 0.4 1.3 0.073
H 5.864272 -2.857504 4.124265 -0.6 -0.8 0.6 0.090
H 5.764989 -4.638145 4.441877 -0.2 0.0 -0.3 0.094
H 1.070047 -3.050040 6.215354 -0.1 0.4 1.0 0.053
H 1.256199 -4.314602 5.274838 -0.2 0.0 -0.2 0.075
C -7.976935 1.609170 -3.359857 -0.1 -1.1 -1.1 -0.071
C -6.868952 2.061169 -2.460061 0.5 -0.7 1.6 -0.430
C -6.660491 1.087224 -1.262212 -0.3 0.5 1.3 -0.176
O -7.823862 1.091170 -0.395281 -0.3 -0.7 -2.1 -0.201
C -7.606660 0.813554 0.955320 -0.1 1.2 0.1 -0.117
N -5.560038 2.182227 -3.143284 0.4 0.4 2.1 0.046
H -7.824135 0.586990 -3.812421 0.2 0.9 0.5 0.102
H -8.143801 2.296787 -4.177660 0.2 0.3 -0.3 0.071
H -8.924622 1.552953 -2.856647 -0.3 0.0 0.6 0.069
H -7.173843 2.985378 -1.961774 0.2 0.3 -0.4 0.136
H -5.778230 1.441687 -0.656281 -0.6 -0.1 -0.4 0.113
H -6.402828 0.075293 -1.591198 -0.2 -0.1 -0.1 0.124
H -7.135944 1.724602 1.269765 0.8 0.3 1.2 0.076
H -7.011455 -0.049034 1.162124 0.6 -0.8 0.0 0.066
H -8.544112 0.735303 1.514497 -0.1 -0.1 -0.5 0.091
H -5.476821 1.310177 -3.620799 0.6 -0.8 -0.7 0.035
H -4.837881 2.097415 -2.347956 -1.1 0.2 -1.8 0.076
C -3.881549 6.399921 -4.150266 1.2 -1.9 -0.8 -0.037
C -2.986886 5.160000 -3.705821 -0.4 0.7 -0.3 -0.407
C -3.203625 4.657253 -2.264734 -1.6 -0.5 -1.3 -0.230
O -3.047864 5.772633 -1.440734 0.5 -0.3 0.6 -0.189
C -2.900188 5.383290 -0.095685 -1.8 -0.6 -0.1 -0.108
N -3.102953 4.029429 -4.631690 -0.5 -0.2 0.2 0.031
H -3.641251 6.694963 -5.202876 0.1 -0.2 0.8 0.079
H -3.781816 7.245629 -3.513016 0.0 0.6 0.6 0.049
H -4.885392 6.019760 -4.187403 -0.8 0.1 0.2 0.062
H -1.928883 5.455831 -3.662762 -0.2 0.2 -0.4 0.113
H -2.415866 3.897416 -2.146453 -0.2 0.1 0.5 0.097
H -4.241038 4.145493 -2.086915 1.6 0.9 -0.4 0.139
H -2.915470 6.279581 0.475568 0.8 0.7 0.6 0.079
H -2.088133 4.681084 0.090725 0.4 0.3 0.0 0.081
H -3.824924 4.872301 0.253445 0.3 -0.1 -0.3 0.085
H -3.175854 4.370735 -5.588718 0.0 -0.1 0.3 0.064
H -3.964763 3.496061 -4.428549 0.5 0.4 -0.2 0.047
C 0.632294 6.757516 -2.049784 1.8 0.6 -0.4 -0.040
C 1.664805 5.780195 -2.591626 0.4 0.3 -1.8 -0.407
C 1.459729 4.405012 -2.069061 -0.5 -0.6 2.2 -0.250
O 2.639861 3.691799 -2.248343 0.5 -0.6 -0.7 -0.196
C 2.570587 2.396386 -1.695723 1.1 1.0 0.5 -0.098
N 1.582107 5.623529 -4.073637 -1.3 2.4 0.7 0.053
H 0.871866 6.925832 -1.026042 -0.2 -0.2 1.2 0.069
H -0.364720 6.452527 -2.183640 -1.3 -0.6 -0.1 0.046
H 0.730789 7.760670 -2.455286 0.1 0.0 -0.6 0.080
H 2.720918 6.085126 -2.389995 -0.8 -0.1 0.6 0.150
H 0.612284 3.857957 -2.544289 0.2 0.6 0.2 0.127
H 1.302426 4.429243 -0.948308 -0.4 0.1 -0.8 0.140
H 1.758550 1.803524 -2.097561 0.0 -0.2 -0.4 0.058
H 2.448208 2.483356 -0.614699 -0.3 -0.1 0.3 0.082
H 3.586931 2.023222 -1.825496 -0.4 -0.7 -0.3 0.088
H 2.098254 4.843727 -4.339772 1.2 -1.5 -0.6 0.020
H 1.981817 6.447653 -4.527448 -0.2 -0.4 0.1 0.079
C -2.811837 -1.579669 5.163127 0.0 -0.6 -0.4 -0.057
C -3.440550 -0.191911 4.954439 1.5 0.6 1.2 -0.407
C -3.077401 0.261214 3.546901 -1.3 -1.1 0.0 -0.248
O -3.442550 1.591135 3.445912 0.0 1.7 0.2 -0.182
C -3.448883 2.170544 2.141875 0.2 -1.1 0.2 -0.087
N -4.847188 -0.042821 5.404699 1.0 -0.2 -0.7 0.066
H -1.717306 -1.555612 5.119424 0.0 0.5 0.1 0.047
H -3.040072 -2.210347 4.266852 -0.4 0.0 1.0 0.076
H -3.038173 -2.073627 6.135965 -0.3 0.3 -0.9 0.087
H -2.872572 0.549298 5.541422 -0.2 -0.4 0.4 0.137
H -3.688171 -0.373844 2.917096 -0.5 -0.2 -0.9 0.108
H -2.052591 -0.015730 3.272498 0.3 0.6 0.2 0.122
H -4.099680 1.543659 1.535181 -0.7 0.4 -0.3 0.065
H -2.497524 1.943591 1.677502 0.5 0.7 -0.2 0.042
H -3.724414 3.250185 2.151462 0.2 -1.0 0.2 0.094
H -5.081050 0.932277 5.278865 0.0 0.3 0.1 0.065
H -5.437398 -0.518279 4.740524 -0.3 -0.4 -0.2 0.047
C -1.369498 1.297663 -1.856967 -0.7 -0.1 -0.4 -0.068
C -1.146789 0.046420 -1.051464 0.3 1.1 0.5 -0.396
C 0.281572 0.181845 -0.486456 -0.6 -2.1 0.7 -0.150
O 0.484770 -0.946727 0.455538 0.0 2.0 -1.1 -0.204
C 1.623797 -0.614761 1.216256 0.7 -2.2 0.4 -0.105
N -2.055869 0.049982 0.109576 3.2 0.0 0.1 0.106
H -0.671441 1.243964 -2.702064 -0.5 0.5 -0.1 0.063
H -1.194960 2.185718 -1.244614 0.2 0.0 0.0 0.068
H -2.437983 1.315756 -2.151514 0.7 0.1 -0.4 0.078
H -1.266595 -0.817306 -1.734051 0.2 0.1 0.5 0.115
H 0.414032 1.144340 0.024478 -0.4 -0.2 0.2 0.103
H 1.098070 0.139647 -1.220113 -0.4 -0.3 -0.2 0.107
H 1.450111 0.168658 1.941837 -0.1 0.3 0.1 0.065
H 2.464839 -0.352160 0.555164 0.0 0.0 0.1 0.085
H 1.887555 -1.583133 1.737935 0.0 1.2 -0.4 0.089
H -1.726908 -0.741632 0.634506 -0.5 -0.4 0.7 0.053
H -2.992878 -0.058061 -0.110447 -2.0 -0.4 -0.8 0.037
C 8.881342 -2.575418 3.265521 1.1 -2.3 -1.0 -0.076
C 8.953631 -1.340572 2.459838 0.3 2.3 -1.4 -0.417
C 7.719305 -0.951864 1.608326 0.0 0.2 -0.4 -0.230
O 6.570364 -0.980092 2.394071 -0.8 0.4 0.3 -0.229
C 5.445585 -0.433559 1.675864 1.0 -2.1 -0.5 -0.078
N 9.383854 -0.196780 3.333226 0.0 -0.4 -1.5 0.050
H 9.863515 -2.781786 3.690338 0.1 0.3 0.2 0.083
H 8.733213 -3.484081 2.620876 -0.3 0.8 0.4 0.104
H 8.192881 -2.595393 4.067789 -1.0 0.2 0.7 0.048
H 9.736388 -1.451786 1.695215 0.1 -0.1 0.2 0.133
H 7.542765 -1.572708 0.704043 0.4 -0.3 0.4 0.126
H 7.816534 0.081270 1.169127 0.4 -0.5 0.5 0.125
H 5.697480 0.581375 1.352986 -0.5 0.0 0.0 0.095
H 4.611491 -0.572811 2.331508 -0.6 0.7 0.4 0.051
H 5.228542 -1.142049 0.827038 0.2 1.1 0.3 0.082
H 9.191991 0.685710 2.832553 0.1 -0.6 0.6 0.075
H 8.793197 -0.245892 4.130419 -0.6 0.4 0.9 0.033
```
Positions in Å, forces in eV/Å.

Total energy = -115711.9027 eV
Highest occupied orbital energy = -8.431 eV
HOMO-LUMO gap = 8.560 eV
E_LUMO = 0.129 eV